A molecular structure, C36H41MgN8S2 in a non-equilibrium geometry. Source: the OMol25 dataset; level of theory: wB97M-V/def2-TZVPD.

The charge is +1. As for the HOMO-LUMO gap: 7.3 eV. Its total energy is -77031.707 eV. The calculation puts the HOMO energy at -9.7476 eV. The calculation puts the energy above the lowest of the compared OMol25 structures with the same formula, charge and spin at 1.07 kcal/mol. The value obtained for the LUMO energy is -2.488 eV.

Last column: Löwdin charge in e.
CARTESIAN COORDINATES (ANGSTROEM)
H: -9.2976 -22.7342 -10.5803  0.099
C: -8.5980 -20.4592 -6.7020  -0.017
H: -13.3522 -17.8056 -15.5552  0.127
C: -9.2500 -21.2818 -13.4939  -0.323
H: -10.5870 -22.1211 -6.9823  0.136
C: -10.3305 -13.1221 -11.0210  -0.049
N: -9.3698 -21.4373 -12.2024  0.075
H: -14.3640 -18.4335 -5.2262  0.067
C: -11.6102 -18.9857 -14.9750  -0.001
H: -6.8503 -19.6371 -5.8180  0.114
H: -5.9295 -18.8680 -8.1141  0.136
N: -9.7144 -20.1130 -14.0269  0.127
C: -9.9578 -15.4277 -11.8209  -0.123
H: -13.9634 -19.4169 -6.7687  0.141
H: -8.3390 -18.3674 -12.1346  0.112
H: -15.0454 -25.2487 -11.4171  0.023
H: -9.0115 -12.4075 -13.1849  0.085
H: -7.5460 -19.0036 -9.9993  0.105
H: -8.4061 -16.0687 -13.1385  0.114
C: -7.4349 -19.7212 -6.7147  -0.051
C: -6.9403 -19.3484 -7.9388  -0.052
H: -8.5399 -22.1667 -15.4003  0.136
C: -10.7481 -17.2266 -10.3422  -0.218
H: -13.9185 -24.2786 -12.1732  0.005
C: -12.8696 -19.2654 -12.5871  -0.224
N: -12.0295 -22.6922 -8.7392  -0.104
C: -12.8210 -22.8321 -9.8276  -1.035
C: -12.1407 -15.8527 -5.3398  -0.060
H: -10.0022 -12.1173 -11.3141  0.093
C: -12.8299 -18.3715 -14.7561  -0.032
C: -12.6907 -17.6002 -7.1120  -0.132
H: -9.2861 -19.7854 -14.8623  0.133
C: -8.8884 -13.4635 -12.9727  -0.070
S: -12.6693 -21.8822 -11.3040  0.657
H: -11.2859 -13.2366 -10.5051  0.085
H: -8.0214 -24.3159 -14.3124  0.104
N: -9.8681 -18.1036 -10.8682  0.075
C: -12.8392 -19.5072 -8.5675  -0.081
C: -10.8153 -15.9362 -10.7905  0.064
H: -12.1774 -14.3220 -12.7939  0.074
C: -9.0591 -22.6127 -11.6195  -0.137
C: -11.5612 -17.7264 -9.2639  -0.228
N: -11.1131 -21.7146 -8.9323  -0.110
H: -8.2497 -24.6452 -11.8101  0.143
N: -12.0192 -18.9194 -9.5033  0.083
C: -14.6222 -24.2622 -11.3758  -0.417
H: -14.5544 -18.2848 -13.3920  0.119
C: -13.2134 -18.8631 -7.4220  0.004
H: -9.5980 -13.3551 -10.2734  0.084
C: -9.0709 -17.6360 -11.8037  -0.126
H: -11.5798 -12.7835 -13.4193  0.096
C: -11.3325 -13.8267 -13.2358  -0.021
C: -10.4479 -21.5145 -7.8756  -0.105
C: -13.5285 -18.6028 -13.5588  -0.042
C: -9.0583 -16.3438 -12.3245  0.020
H: -7.9726 -13.7294 -12.3392  0.122
C: -10.1324 -13.9742 -12.2758  -0.558
C: -8.6105 -23.6831 -12.3264  -0.029
Mg: -10.7231 -20.3180 -10.7729  0.497
C: -13.1580 -16.8311 -5.8704  -0.577
H: -8.9895 -20.7715 -5.7051  0.139
H: -15.3580 -23.5118 -11.5552  0.027
H: -11.5829 -15.2597 -10.3800  0.129
H: -11.8123 -15.1313 -6.0503  0.061
C: -8.6826 -22.2896 -14.2952  0.003
C: -13.4981 -17.8851 -4.8356  -0.069
S: -13.8572 -24.2180 -9.7156  0.880
H: -13.2184 -20.5332 -8.6711  0.100
C: -9.2665 -20.6843 -7.8743  -0.273
C: -7.7389 -19.5127 -9.0467  -0.137
H: -13.3673 -19.4807 -11.6465  0.064
H: -11.2588 -16.1529 -7.8368  0.117
C: -11.8448 -17.0272 -8.0630  0.079
N: -8.8698 -20.1722 -9.0393  0.094
C: -8.4145 -23.5075 -13.7450  -0.033
H: -13.8568 -17.4543 -3.8646  0.107
C: -14.4450 -16.0516 -6.2196  -0.029
H: -14.6199 -15.3054 -5.3855  0.109
H: -12.6008 -15.4235 -4.3954  0.115
H: -11.1722 -16.3224 -5.1005  0.097
H: -15.3181 -16.6460 -6.2692  0.066
H: -12.6298 -18.5576 -4.6084  0.112
H: -11.2194 -14.3499 -14.1643  0.079
H: -8.6768 -13.9010 -13.9576  0.085
C: -11.0189 -19.5913 -13.8846  -0.282
H: -14.4225 -15.5109 -7.1776  0.093
N: -11.5990 -19.6414 -12.6884  0.013
H: -11.1273 -19.0202 -15.9476  0.122


A molecular structure, C37H43CoO2Si in a non-equilibrium geometry. Source: the OMol25 dataset; level of theory: wB97M-V/def2-TZVPD.

The charge is -1. As for the HOMO-LUMO gap (alpha / beta): 4.1 / 4.2 eV. Its total energy is -88663.117 eV. The multiplicity is 4. The calculation puts the HOMO energy (alpha / beta) at -2.1444 / -2.2911 eV. The calculation puts the energy above the lowest of the compared OMol25 structures with the same formula, charge and spin at 0.00 kcal/mol. The value obtained for the LUMO energy (alpha / beta) is 1.955 / 1.955 eV. As for the expectation value of S²: 3.771.

Last column: Löwdin charge in e.
CARTESIAN COORDINATES (ANGSTROEM)
H: 1.8935 -5.1294 5.1194  0.090
C: 0.9766 -4.7882 -1.3016  -0.099
Co: 0.1952 0.1114 1.1348  0.596
H: 1.1672 4.5994 -6.4717  0.113
C: -3.5395 -3.7001 2.5916  -0.094
C: -4.8841 -4.0490 2.4748  -0.106
C: -5.5502 -3.8595 1.2668  -0.123
C: 0.0490 -6.3887 0.2568  -0.102
C: 0.3256 7.8084 -5.1411  -0.025
C: 0.7823 -6.1139 -0.8956  -0.117
C: -2.8304 -3.1369 1.5056  -0.288
H: -0.1608 1.4333 3.8468  0.094
H: 2.8385 8.6136 -4.2726  0.087
C: -0.5236 -3.2482 3.5398  -0.224
C: 1.0237 -4.4959 5.0085  -0.100
C: 0.4493 -3.7339 -0.5452  -0.104
H: -2.1060 -2.2646 4.7406  0.086
H: 1.7521 6.8816 -7.1989  0.107
H: 2.7310 4.4646 -5.6404  0.113
C: -0.9967 2.0061 1.8794  -0.190
H: -2.9929 -2.5574 -0.5691  0.096
H: -2.7780 -0.6990 1.1488  0.052
C: -0.7736 1.1824 2.9997  -0.180
C: 1.5939 7.0055 -4.9810  -0.567
H: 3.4294 7.0001 -3.8587  0.087
C: -1.8792 1.3132 1.0152  -0.183
C: -0.2774 -4.0054 0.6190  -0.316
H: 1.4815 1.5528 -3.9061  0.109
C: 1.8875 5.1283 -5.8434  -0.166
C: 1.7072 -0.3904 2.8920  -0.175
H: -0.0878 2.1749 -3.3987  0.116
H: -0.6021 2.9973 1.7364  0.085
C: -3.5079 -2.9701 0.2874  -0.114
H: -1.3075 -2.9253 6.8863  0.092
H: 1.1946 -6.9283 -1.4763  0.084
Si: -1.0001 -2.6598 1.6775  0.776
C: 2.5355 7.6112 -3.9681  -0.023
C: 2.6085 0.3366 0.9342  -0.189
C: 2.2500 6.5385 -6.2954  -0.083
O: 1.2821 5.6136 -4.6264  -0.098
H: 2.3573 -1.5998 -0.1205  0.074
H: -3.0846 -3.8934 3.5392  0.068
H: -2.2105 1.6430 0.0455  0.087
C: 1.7063 -1.4724 1.9948  -0.209
C: 1.5307 2.8393 -2.1299  -0.158
C: 2.2639 -1.0169 0.7774  -0.188
C: 2.2486 0.7376 2.2310  -0.175
C: 0.7966 2.6193 -0.8230  -0.188
H: -5.4062 -4.4714 3.3247  0.089
H: -5.3805 -3.1809 -0.7639  0.085
H: 1.5350 -4.5793 -2.2030  0.085
C: 0.6843 0.6316 -2.1118  -0.163
H: 1.4358 3.8621 -2.4872  0.100
C: -0.4869 -5.3419 1.0054  -0.109
H: 0.5927 -2.7162 -0.8726  0.067
H: 2.3591 1.7251 2.6468  0.092
C: 0.5893 -4.1132 3.7347  -0.119
H: 2.5918 2.6194 -2.0117  0.113
H: 1.5803 0.0139 -2.0438  0.115
H: 1.3949 2.8302 0.0599  0.112
C: 0.8748 1.8097 -3.0408  -0.164
C: -1.2095 -2.8627 4.7348  -0.131
H: -1.0539 -5.5766 1.8991  0.101
H: -1.5010 -0.8689 3.4821  0.046
C: -2.1886 0.0771 1.5998  -0.220
O: 0.4380 1.2205 -0.8055  -0.236
C: -1.4924 -0.0225 2.8165  -0.215
H: 0.6937 -4.3439 7.1297  0.086
H: 2.0526 7.6830 -2.9943  0.088
H: -0.1060 -7.4135 0.5771  0.090
H: -6.5936 -4.1269 1.1835  0.082
H: -0.1965 7.8912 -4.1885  0.088
H: 3.0299 0.9701 0.1721  0.085
H: 1.3230 -2.4602 2.1798  0.027
H: -0.1206 3.2082 -0.7697  0.120
H: 0.5480 8.8154 -5.4957  0.087
H: 1.3462 -0.4170 3.9048  0.101
H: -0.1556 -0.0119 -2.3420  0.121
H: -0.3448 7.3328 -5.8544  0.087
C: -4.8623 -3.3228 0.1743  -0.102
H: 1.1673 -4.4821 2.9007  0.090
C: 0.3528 -4.0549 6.1429  -0.127
H: 3.3144 6.7456 -6.3710  0.108
C: -0.7704 -3.2547 6.0022  -0.111


A molecular structure, C6H5NO3 in a non-equilibrium geometry. Source: the OMol25 dataset; level of theory: wB97M-V/def2-TZVPD.

As for the HOMO-LUMO gap: 8.7 eV. Its total energy is -13929.499 eV. The calculation puts the HOMO energy at -10.2030 eV. The calculation puts the energy above the lowest of the compared OMol25 structures with the same formula, charge and spin at 150.28 kcal/mol. The value obtained for the LUMO energy is -1.488 eV.

Last column: natural (NBO) charge in e.
CARTESIAN COORDINATES (ANGSTROEM)
C: 1.7549 0.9919 0.3254  0.410
H: -4.1455 0.1709 -0.3990  0.249
O: 2.1509 2.1340 0.3707  -0.405
C: 0.3516 0.6599 0.3802  -0.075
C: -2.2990 0.3590 0.6512  0.504
N: 3.2121 -0.9212 1.2644  -0.391
C: 2.7435 -0.1132 0.5034  0.335
O: -2.7741 0.2981 1.7635  -0.464
C: -0.8428 0.4880 0.5063  0.033
O: 3.0498 -1.5459 -1.0442  -0.990
H: 2.1349 -1.4807 -1.3540  0.476
H: -2.7178 -0.5519 -1.2318  0.244
C: -3.0799 0.2888 -0.6216  -0.704
H: 3.3724 -1.9862 0.0871  0.534
H: -2.9111 1.2085 -1.2017  0.246


A molecular structure, C17H19Br40F3O6P2. Source: the OMol25 dataset; level of theory: wB97M-V/def2-TZVPD.

As for the HOMO-LUMO gap: 8.5 eV. Its total energy is -2858650.217 eV. The calculation puts the HOMO energy at -9.4252 eV. The value obtained for the LUMO energy is -0.966 eV.

Last column: Löwdin charge in e.
CARTESIAN COORDINATES (ANGSTROEM)
H: 6.1558 1.1714 3.6613  -0.095
Br: -2.3818 -1.9141 -7.8424  0.596
C: -2.1722 5.3579 2.4450  -1.606
Br: -0.4506 5.3171 1.5877  0.616
C: -0.0148 0.5319 3.4867  -1.613
H: 0.4034 3.1961 -0.2303  0.087
Br: 4.5795 0.4511 -6.7159  0.576
O: -1.0059 0.2479 -5.4509  -0.325
Br: -3.5269 6.0618 1.2826  0.582
Br: -5.0988 -2.2765 -1.2319  0.579
Br: 1.6730 -6.6772 2.7926  0.550
C: -5.9956 5.8412 -2.6000  -1.622
C: -2.4047 -0.5013 -9.1414  -1.628
Br: -5.6804 -3.2835 1.7222  0.560
C: -5.8303 -1.8166 0.4813  -1.610
P: -1.8269 -0.4241 -4.2266  0.807
Br: -4.7988 4.5603 -1.8293  0.635
Br: 5.1034 -5.2340 4.8369  0.561
C: 4.0147 -1.0746 -5.6928  -1.648
H: -1.4607 1.0732 -5.6838  -0.012
O: -4.0201 1.0092 -2.0686  -0.266
Br: 4.1076 0.5588 4.8800  0.548
C: 5.0881 -3.3209 4.6923  -1.663
Br: 4.4835 -2.7250 -6.5611  0.564
C: 0.1159 2.2221 -0.6368  -0.109
Br: -2.6701 3.6282 3.1353  0.540
C: 1.8322 1.4012 -2.2474  -0.319
C: 0.7909 -6.2072 4.4290  -1.653
H: 4.5513 -1.0450 -4.7552  -0.029
Br: -2.3595 1.2549 -8.3418  0.607
Br: 2.1418 -0.9984 -5.2870  0.640
Br: 0.9465 0.0302 1.8999  0.631
C: 0.7534 2.1042 -1.9736  -0.210
Br: 2.2252 -4.7645 -3.1508  0.553
H: -2.0803 6.0237 3.2913  -0.028
C: 5.1351 1.5138 3.5664  -1.638
C: 8.7769 2.9351 6.2029  -1.634
H: -1.7185 2.5135 0.4132  0.092
H: 0.5156 1.4362 0.0070  0.004
H: -1.6755 1.0038 -0.4657  0.074
Br: -2.2262 3.9938 -4.3680  0.828
Br: -5.0511 -0.2181 1.2079  0.542
O: -2.1450 2.7097 -1.5719  -0.243
Br: 8.6764 2.0651 4.4893  0.601
H: 9.8227 2.9815 6.4701  -0.031
Br: 0.6240 2.1873 4.2032  0.572
Br: -1.6986 -1.8442 0.2703  0.558
O: -1.6470 0.7952 -3.0475  -0.380
Br: -5.0499 7.1733 -3.6161  0.570
O: -3.2962 2.5948 -3.8511  -0.742
H: -6.6410 5.3147 -3.2884  -0.025
F: 2.5983 1.5969 -3.3007  0.125
Br: -7.1226 6.6444 -1.2627  0.571
P: -2.8531 1.7191 -2.5819  0.168
H: -1.0485 0.6746 3.1972  -0.086
Br: 1.4081 -4.5317 5.1375  0.560
Br: -5.9120 -0.9110 5.8893  0.596
Br: -1.6070 -4.5299 1.9561  0.602
H: -0.6637 -1.6003 -2.8059  0.031
H: -0.2580 -6.0835 4.1997  -0.068
C: -1.3932 2.0590 -0.5261  -0.189
Br: -6.6311 1.5906 4.0586  0.575
H: -6.8835 -1.6224 0.3402  -0.027
Br: -0.9910 -0.7043 -10.4255  0.581
Br: 1.0359 -7.5994 -3.9321  0.579
C: -0.9211 -3.5956 0.4252  -1.592
H: -3.3393 -0.5720 -9.6786  -0.032
Br: 2.1532 -7.1081 -1.0034  0.545
H: 0.1420 -3.4647 0.5792  -0.020
Br: 5.1357 3.3985 3.9213  0.564
C: 2.3254 -6.6579 -2.8641  -1.647
H: 3.3060 -6.9803 -3.1832  -0.029
Br: 4.5768 1.1286 1.7675  0.560
O: -0.6361 -1.4140 -3.7568  -0.292
Br: 6.0960 -2.5181 6.1193  0.557
Br: 0.9319 -7.6096 5.7333  0.593
Br: 0.0285 -0.8706 4.7958  0.568
Br: -1.1610 -4.5918 -1.1955  0.586
Br: -3.6040 0.7202 4.4530  0.521
C: -5.3532 0.8108 5.2576  -1.612
H: -5.2702 1.4646 6.1138  -0.025
F: 2.3019 0.4186 -1.4823  0.114
H: 4.0606 -2.9977 4.7964  -0.069
F: 0.2605 2.8683 -2.9735  0.030
Br: 5.6925 -2.7179 2.9711  0.569
Br: 7.8752 1.9107 7.5532  0.579
Br: 8.1307 4.7412 6.1287  0.569